(1)
{"formula": "C6H14N2O2", "method": "the ωB97M-V functional and the def2-TZVPD basis", "elements": ["C", "N", "C", "C", "O", "H", "H", "H", "H", "H", "H", "H", "C", "N", "C", "C", "O", "H", "H", "H", "H", "H", "H", "H"], "positions_angstrom": [[0.44923, -2.94679, -1.91136], [1.47679, -1.85971, -2.00073], [1.59711, -1.13852, -0.82564], [2.89150, -0.41337, -0.47035], [0.61126, -1.07074, -0.03863], [-0.04402, -2.80432, -0.97825], [-0.34529, -2.80799, -2.72897], [1.00354, -3.86013, -1.63938], [2.21604, -1.88528, -2.65952], [3.24391, 0.33575, -1.11166], [2.48458, 0.29407, 0.41619], [3.68770, -1.02054, -0.18152], [-1.99203, 0.32364, 2.60103], [-1.39364, 1.02748, 1.41394], [-1.77211, 2.31830, 0.94700], [-1.25002, 2.86167, -0.36826], [-2.48217, 3.02626, 1.61437], [-3.03100, 0.63238, 2.85048], [-2.02079, -0.75927, 2.40970], [-1.44274, 0.43614, 3.60091], [-0.70806, 0.39519, 0.85803], [-1.93383, 3.70168, -0.60198], [-0.19718, 3.21961, -0.07888], [-1.04879, 1.99450, -1.11649]], "forces_ev_per_angstrom": [[0.3, 0.9, -0.9], [-1.4, 0.0, 2.4], [-1.7, 0.3, 0.3], [-3.5, 2.4, 2.6], [2.3, 0.0, -1.4], [-0.7, 0.7, 0.4], [1.5, -1.1, 1.0], [-0.5, -0.3, -1.5], [0.6, -0.2, -0.3], [0.4, 0.7, -1.8], [1.4, -1.9, -1.5], [1.1, -1.2, 0.6], [0.2, 0.5, 0.8], [0.8, -0.9, -1.0], [0.4, -2.1, 0.9], [2.1, -1.6, 0.3], [-0.7, 0.3, 0.7], [0.7, 0.1, -0.7], [0.1, 0.4, -0.2], [-0.3, 0.2, -1.6], [-1.7, 1.7, 1.1], [0.7, -0.7, -0.5], [-1.5, -0.1, -0.7], [-0.8, 1.8, 0.9]], "mol_weight_g_mol": 146.19, "e_lumo_ev": 0.574, "spin_multiplicity": 1, "de_lowest_ev": 2.232, "smiles": "CNC(C)=O.CNC(C)=O"}



(2)
{"formula": "C6H14N2O2", "method": "the ωB97M-V functional and the def2-TZVPD basis", "elements": ["C", "N", "C", "C", "O", "H", "H", "H", "H", "H", "H", "H", "C", "N", "C", "C", "O", "H", "H", "H", "H", "H", "H", "H"], "positions_angstrom": [[-0.66740, -2.98879, 0.76926], [0.19658, -1.90277, 0.38784], [1.37039, -1.81670, 1.11812], [2.17137, -0.57453, 1.02011], [1.80559, -2.73854, 1.78644], [-0.25970, -3.66798, 1.51522], [-1.71608, -2.74101, 0.99218], [-0.76960, -3.61246, -0.15202], [-0.04100, -1.10031, -0.18201], [1.77068, 0.36560, 0.58210], [2.39599, -0.31255, 2.06854], [3.12984, -0.68832, 0.55416], [0.21292, 3.18523, -0.03318], [-0.78983, 2.88333, -1.05356], [-1.22669, 1.61237, -1.15413], [-2.23177, 1.17708, -2.07827], [-0.57057, 0.75004, -0.52883], [-0.03918, 2.97071, 0.99958], [1.09150, 2.62464, -0.36646], [0.48529, 4.23436, -0.30859], [-1.34848, 3.64452, -1.40243], [-2.50099, 1.89400, -2.85729], [-2.22662, 0.23103, -2.63852], [-3.19284, 1.05196, -1.52487]], "forces_ev_per_angstrom": [[-1.3, -1.3, -2.5], [1.7, 0.2, 2.1], [-0.6, -0.5, -1.3], [0.2, 2.4, 0.8], [-0.2, 0.0, 0.3], [0.3, 0.6, 0.1], [0.5, 0.5, 0.3], [-0.1, 0.0, 0.6], [-0.6, -0.1, 0.3], [-0.5, -1.0, 0.1], [0.0, -0.1, -0.3], [0.5, -0.6, -0.3], [1.0, 1.0, -2.4], [-1.2, 0.2, 0.5], [3.8, -2.0, 1.1], [-4.1, 0.1, -1.7], [-1.0, 0.7, -0.2], [-0.2, 0.2, -0.1], [0.0, -0.2, 0.7], [-0.2, -0.6, 1.1], [-0.1, -0.1, -0.1], [0.2, 0.4, 0.2], [1.3, 0.1, 0.7], [0.5, 0.2, 0.0]], "mol_weight_g_mol": 146.19, "e_lumo_ev": 0.518, "spin_multiplicity": 1, "de_lowest_ev": 1.378, "smiles": "CNC(C)=O.CNC(C)=O"}



(3)
{"formula": "C6H14N2O2", "method": "the ωB97M-V functional and the def2-TZVPD basis", "elements": ["C", "N", "C", "C", "O", "H", "H", "H", "H", "H", "H", "H", "C", "N", "C", "C", "O", "H", "H", "H", "H", "H", "H", "H"], "positions_angstrom": [[1.10315, 1.43265, -2.96474], [1.96947, 0.35918, -2.46824], [1.78007, 0.01101, -1.11393], [2.52255, -1.08914, -0.50057], [0.89515, 0.64513, -0.53150], [1.74877, 2.33316, -2.96696], [0.52223, 1.29540, -3.93221], [0.32108, 1.74075, -2.21592], [2.59525, -0.24520, -2.96592], [1.79052, -1.99243, -0.57205], [3.35123, -1.41368, -1.05476], [3.00829, -1.06083, 0.53458], [-0.80499, 0.54941, 3.21971], [-1.29946, 0.31997, 1.87789], [-2.15218, -0.67196, 1.53703], [-2.82858, -0.78747, 0.15861], [-2.58395, -1.41909, 2.42641], [-1.13594, 1.52414, 3.68450], [-1.30285, -0.17923, 3.98003], [0.30220, 0.35035, 3.29329], [-0.76408, 0.74691, 1.08344], [-3.51087, -1.64397, 0.19779], [-3.33259, 0.23086, -0.09905], [-2.19446, -1.03593, -0.60742]], "forces_ev_per_angstrom": [[-0.3, 1.4, -0.4], [-0.8, -1.1, 2.4], [-1.9, 2.9, -1.2], [-0.4, -2.9, 1.4], [0.8, -0.9, 0.9], [-0.5, -0.2, -0.8], [1.3, -0.3, 1.0], [0.9, -1.0, -0.6], [-0.1, 0.4, -0.7], [1.2, 1.4, 0.6], [1.2, -0.3, -1.4], [-1.6, 0.7, -1.1], [-0.5, -1.2, 2.3], [1.2, 1.2, -2.1], [-1.8, -1.2, 1.8], [-1.3, 2.1, 1.5], [0.4, 0.2, -0.8], [0.8, -0.6, -1.0], [0.8, 0.8, -1.8], [-1.1, 0.6, -0.1], [-0.7, -0.5, 1.2], [-0.2, 0.6, 0.4], [0.7, -1.9, 0.4], [2.0, -0.2, -1.9]], "mol_weight_g_mol": 146.19, "e_lumo_ev": 0.610, "spin_multiplicity": 1, "de_lowest_ev": 2.009, "smiles": "CNC(C)=O.CNC(C)=O"}



(4)
{"formula": "C6H14N2O2", "method": "the ωB97M-V functional and the def2-TZVPD basis", "elements": ["C", "C", "C", "C", "O", "O", "C", "H", "H", "H", "H", "H", "H", "H", "H", "H", "H", "H", "H", "N", "C", "N", "H", "H"], "positions_angstrom": [[-1.52035, 0.82991, -1.48755], [-0.82784, 0.88422, -0.13088], [-0.56384, -0.56413, 0.53055], [-1.40546, -0.71818, 1.79828], [-0.91318, -1.58803, -0.32331], [0.83023, -0.74528, 0.77552], [1.42741, 0.01082, 1.79884], [-1.78703, 1.83516, -1.80032], [-0.87892, 0.40268, -2.25045], [-2.42762, 0.23329, -1.43597], [0.10474, 1.43594, -0.20901], [-1.46784, 1.42307, 0.56861], [-1.16441, -1.66646, 2.27471], [-1.23372, 0.09889, 2.49247], [-2.45181, -0.73244, 1.50795], [-0.30702, -1.52418, -1.11598], [2.49928, -0.15728, 1.70312], [1.10028, -0.31610, 2.79135], [1.22660, 1.08059, 1.68467], [1.33357, -1.07410, -2.11660], [1.83742, -0.01428, -1.80070], [2.12511, 1.12150, -1.51071], [1.65728, -1.96771, -1.80174], [2.80713, 1.71213, -1.94286]], "forces_ev_per_angstrom": [[0.0, 0.0, 0.3], [-0.1, -1.0, 0.6], [-0.2, 1.5, -0.1], [0.3, -0.2, -0.4], [0.6, -0.4, -1.2], [0.0, -0.2, 0.0], [-0.1, 0.1, 0.0], [0.0, 0.2, -0.1], [0.1, -0.1, -0.2], [-0.1, 0.0, 0.0], [0.1, -0.1, 0.0], [0.0, 0.1, 0.0], [0.0, -0.1, 0.1], [0.0, 0.1, 0.1], [-0.1, 0.1, 0.0], [-1.0, 0.0, 1.1], [0.0, 0.1, 0.1], [0.0, 0.0, 0.0], [0.0, 0.0, 0.0], [-0.2, -0.1, -0.5], [0.2, 0.1, -0.3], [-0.1, 0.1, 0.5], [0.4, -0.2, 0.3], [0.2, -0.1, -0.3]], "mol_weight_g_mol": 146.19, "e_lumo_ev": 0.791, "spin_multiplicity": 1, "de_lowest_ev": 2.397, "smiles": "CC[C@@](C)(O)OC.N=C=N"}